The following is a quantum chemistry calculation of CH2Cl2N2 as an isolated structure at a distorted geometry, from the OMol25 dataset.

Each line ends with the natural charge from an NBO analysis.
Geometry (Å):
Cl  1.066472  2.605055  0.031857  0.097
N  -0.173463  -1.220735  0.027941  -0.751
C  -0.205885  0.073294  -0.221733  0.312
H  0.646287  -1.578681  0.491841  0.433
Cl  -1.520008  0.865379  -0.843253  0.114
H  -0.991690  -1.806738  -0.083402  0.406
N  1.178288  1.062425  0.596750  -0.612

Forces on the atoms, in the same order (eV/Å):
Cl -0.2 1.3 -0.5
N -0.6 0.8 -0.4
C 4.5 2.2 3.1
H 0.1 0.0 0.0
Cl -0.4 -0.1 -0.4
H 0.2 0.0 0.0
N -3.5 -4.2 -1.9

Calculated values
**Net charge**: 0


The following is a quantum chemistry calculation of C10H17Cl3O2Tc as an isolated structure at a distorted geometry, from the OMol25 dataset.

Each line ends with the Mulliken spin population.
Geometry (Å):
H  2.172807  2.393916  -0.344831  0.001
O  2.463788  0.039276  1.683611  0.036
C  1.760333  1.825643  -1.184851  -0.024
H  1.587344  -0.351316  -2.994232  0.000
H  1.258794  0.072237  3.658988  0.008
H  1.018711  2.667902  1.519946  -0.004
C  0.023596  1.030098  0.557753  -0.153
H  0.425869  -1.691016  -2.915923  -0.002
Cl  -0.046272  -3.746414  -1.145529  0.006
H  2.579126  1.308505  -1.711026  0.015
H  -0.073566  -0.110771  -3.544012  -0.003
C  0.710281  0.903760  -0.706609  0.216
H  3.145819  -0.290355  1.072949  0.011
C  -1.040440  0.031686  0.561045  0.086
C  -1.962979  -1.643996  -1.206472  -0.024
H  -0.626731  3.020170  0.924103  -0.005
H  -2.724547  -1.850306  -0.454193  -0.002
O  0.423550  -0.258501  3.288023  0.074
H  -2.457411  -1.303247  -2.123614  0.026
Cl  -0.507057  -2.652130  1.913393  0.079
C  -2.272226  0.153758  1.392780  0.044
H  -1.381114  -2.663742  -1.424743  0.018
C  0.545669  -0.608180  -2.788021  0.024
C  -1.012628  -0.633291  -0.740602  0.118
H  1.325327  2.550758  -1.886154  0.030
H  -3.029270  0.825457  0.961726  -0.009
C  0.007227  2.259765  1.403855  0.022
Cl  1.977586  -2.077223  -0.040180  0.103
Tc  0.742507  -0.805149  1.413722  2.330
H  -2.018002  0.528359  2.386692  0.001
H  -2.737476  -0.829206  1.523671  -0.002
C  0.109871  -0.154212  -1.451394  -0.020
H  -0.388485  2.057768  2.400128  -0.002

Forces on the atoms, in the same order (eV/Å):
H 0.1 -0.1 -0.1
O 1.6 1.1 0.3
C 0.4 0.1 0.0
H 0.0 0.0 0.1
H -0.3 -0.1 -0.5
H -0.2 0.0 0.0
C -0.3 0.0 -1.0
H 0.0 0.1 0.2
Cl 0.5 -2.6 -1.0
H -0.1 0.1 0.2
H 0.0 0.0 -0.2
C -1.0 -0.2 0.1
H -0.7 0.1 0.2
C -0.1 0.4 -1.0
C -0.2 -0.9 -0.5
H 0.1 0.0 0.1
H -0.1 0.0 0.0
O 0.0 0.5 0.3
H -0.1 0.0 -0.1
Cl -1.0 -0.8 0.4
C -0.3 -0.3 0.5
H -1.3 1.9 0.3
C 0.0 -0.3 -0.5
C 0.6 0.8 0.0
H 0.1 0.1 -0.1
H 0.2 0.0 -0.2
C 0.2 0.2 0.1
Cl 1.8 -0.4 -0.3
Tc 0.7 -0.6 1.5
H 0.0 -0.1 0.0
H 0.1 0.2 0.0
C -0.9 0.8 1.2
H 0.1 0.0 -0.1

Calculated values
**Spin multiplicity**: 4
**Net charge**: -2


The following is a quantum chemistry calculation of a 7-piece molecular cluster, C24H47N8O10PS2 overall at a distorted geometry, from the OMol25 dataset.

Each line ends with the Löwdin charge.
Geometry (Å):
H  0.444518  -3.405735  -4.556966  0.128
C  -5.674311  6.977947  4.382685  -0.341
N  0.856269  -3.260826  3.739711  -0.363
N  0.766955  3.048626  1.012851  -0.189
N  3.956404  -6.922483  1.787038  -0.040
H  -7.108517  8.633903  2.085354  0.089
H  1.140078  -5.295019  -3.641654  0.085
H  0.842431  -0.943210  2.881961  0.000
C  2.148875  -5.164346  -6.906532  -0.050
H  2.512935  -7.133166  -0.963728  0.072
H  0.171822  5.838283  -4.224654  0.084
H  -1.157862  6.893201  -2.806880  0.127
H  -0.910204  3.682716  -0.081231  0.083
P  1.017188  -2.297329  2.408639  0.761
H  3.639697  -8.038833  -3.859622  0.074
H  0.001636  -2.735824  1.480558  0.014
O  4.993957  -6.086668  1.967003  -0.060
C  4.669704  -4.700243  1.595827  -0.068
H  2.637165  -6.139439  -6.825722  0.088
C  3.919596  -8.496722  -2.906226  -0.051
N  2.716660  -8.815763  -2.165441  -0.204
H  -1.254252  2.798034  1.434506  0.062
C  -0.596085  2.856467  0.562514  -0.046
H  -3.354377  3.977701  -3.532111  0.095
C  5.383985  -2.086127  1.221703  -0.224
O  3.823942  -7.702909  2.721480  0.075
O  6.177330  -1.315515  0.460310  -0.023
N  1.537032  -4.792817  -5.647478  -0.209
H  -3.664711  7.399163  2.607508  0.087
H  -7.696639  7.104631  2.787173  0.084
C  -4.447880  8.162323  2.642144  -0.043
S  3.610577  0.174335  2.454902  0.760
H  2.702722  -5.852610  -4.292948  0.079
H  1.376373  -5.202070  -7.680365  0.094
H  -2.900648  4.165376  5.092692  0.094
O  -2.808587  6.153928  -1.883142  0.001
H  0.944896  5.116622  0.920780  0.092
C  2.521535  -8.222115  -0.859613  -0.069
H  -1.941813  2.926165  -3.844248  0.091
C  2.799356  -2.616897  1.761662  -0.214
C  0.871279  -3.588764  -5.556846  -0.330
C  -0.356011  4.880820  -4.223571  -0.068
S  7.545055  -4.131517  2.174995  0.690
C  -6.850501  7.591724  2.295097  -0.064
H  -2.064989  3.257989  3.797705  0.086
H  0.671944  -2.657432  4.582592  -0.046
H  -5.441972  4.265312  4.910484  0.068
N  -4.111645  3.494696  3.512939  -0.193
H  1.576938  -8.547501  -0.415534  0.091
H  2.498599  4.246184  0.993559  0.086
C  3.181480  -4.132991  1.168054  -0.156
H  -4.900276  2.587415  5.207577  0.092
H  1.184980  -6.654139  -4.793996  0.093
H  -2.603964  4.927402  3.502161  0.088
H  -6.653306  6.551775  4.657148  0.128
H  0.918506  -9.848184  -2.078569  0.129
H  -6.632352  7.071550  1.357786  0.092
C  5.772036  -3.657471  1.643048  -0.360
O  -4.714967  6.917301  5.140830  -0.003
H  0.323189  4.096812  -3.876125  0.087
H  -6.096012  2.927968  3.930334  0.086
O  0.743071  -2.778161  -6.465299  0.001
O  0.788533  1.085710  2.239448  -0.093
H  -5.236361  2.845020  1.894378  0.131
H  1.543175  4.228450  -0.511088  0.086
C  1.486112  4.228588  0.581361  -0.056
C  -1.849426  6.051612  -2.637025  -0.334
C  -5.206251  3.305631  4.441257  -0.059
N  -1.509921  4.921529  -3.350350  -0.210
H  3.347026  -8.522234  -0.207541  0.072
H  -4.138446  8.953601  3.331440  0.094
H  -0.689618  4.653706  -5.240356  0.090
H  4.551537  -7.808179  -2.338491  0.090
O  1.896504  -10.209724  -3.821418  -0.001
H  2.886457  -4.404639  -7.181831  0.093
H  -4.597809  8.581699  1.643439  0.092
C  3.898786  -1.570457  1.791916  -0.416
C  1.794297  -9.674304  -2.725207  -0.330
H  -2.346721  3.423646  -2.174748  0.082
H  4.260692  0.241887  3.728244  -0.064
C  -4.235203  3.216712  2.168081  -0.306
H  2.375792  2.347104  2.120239  0.071
C  1.338352  2.103244  1.838044  -0.376
N  -5.670533  7.561002  3.133198  -0.204
H  4.469554  -9.420905  -3.107297  0.094
O  -3.352580  3.353376  1.330763  -0.009
C  -2.847085  3.991728  4.014386  -0.042
H  -0.659001  1.914309  0.009905  0.099
C  1.644467  -5.698914  -4.523589  -0.067
C  -2.332953  3.736621  -3.223010  -0.045
H  7.431374  -4.185489  3.601226  -0.086
O  2.300419  -4.753874  0.379818  -0.017

Forces on the atoms, in the same order (eV/Å):
H 0.1 -0.1 0.0
C 0.5 0.5 -0.7
N 0.0 1.8 -1.0
N 1.1 -1.2 1.1
N -2.7 -3.3 2.4
H -0.2 -0.1 -0.1
H 0.1 0.0 -0.2
H 0.4 -0.5 -1.5
C -0.1 0.3 -0.2
H 0.0 -0.1 0.3
H -0.1 -0.1 0.1
H 0.1 -0.1 -0.1
H 0.1 -0.1 0.2
P -0.1 -2.1 3.8
H 0.2 -0.1 0.0
H 1.2 0.7 -0.2
O 0.6 4.0 0.3
C 2.8 3.4 -0.3
H -0.1 0.2 0.1
C -0.1 -0.2 -0.2
N -1.1 -0.9 -0.4
H 0.0 0.0 -0.4
C -0.1 -0.3 0.3
H 0.0 -0.2 0.1
C 2.6 2.7 -2.7
O 1.2 2.6 -3.1
O -5.1 -5.1 5.2
N -0.7 1.2 0.3
H 0.0 0.2 -0.1
H 0.2 0.1 0.0
C 0.2 0.0 0.2
S 1.1 -1.9 0.2
H -0.1 -0.1 0.2
H 0.2 0.0 -0.1
H -0.1 0.0 -0.3
O 0.7 -0.3 -0.6
H 0.2 0.1 -0.1
C 0.2 0.1 -0.2
H 0.0 0.2 0.1
C 4.0 2.4 -1.1
C 0.4 -0.4 -0.6
C -0.2 -0.1 0.1
S -2.0 0.6 0.5
C 0.2 0.0 0.0
H 0.1 0.1 0.1
H 0.4 -0.8 -1.2
H -0.1 -0.2 0.1
N -0.4 -0.3 -1.5
H 0.1 0.0 -0.1
H -0.2 -0.1 0.0
C -3.7 -1.8 -2.9
H -0.2 0.1 0.0
H 0.1 -0.1 0.2
H 0.1 -0.1 0.2
H -0.1 0.0 -0.1
H 0.1 0.1 0.1
H -0.2 0.1 0.0
C -3.3 -2.4 0.2
O -0.5 0.1 -0.7
H 0.1 0.1 -0.2
H 0.2 0.0 0.0
O 0.2 -0.8 0.5
O -0.2 0.7 -0.4
H 0.0 0.0 0.1
H 0.1 0.2 0.1
C -0.1 -0.1 0.0
C -0.3 -0.7 -0.1
C 0.1 0.1 0.0
N -0.1 1.3 0.6
H -0.2 0.1 0.1
H 0.1 -0.1 -0.2
H 0.2 0.0 0.0
H -0.2 -0.1 0.0
O 0.2 0.5 0.7
H 0.0 -0.2 -0.1
H -0.1 -0.2 0.2
C -1.7 -3.9 0.2
C 0.7 0.3 -0.2
H -0.2 -0.1 -0.1
H -0.5 -0.8 -1.7
C 0.4 0.3 0.7
H -0.1 0.2 -0.1
C -0.9 1.0 -0.8
N -0.3 -0.7 1.4
H 0.1 0.2 -0.1
O -0.6 0.0 0.8
C 0.2 0.0 -0.2
H -0.2 0.1 0.0
C 0.0 0.0 -0.2
C -0.2 0.1 0.2
H -0.4 0.2 -1.9
O 5.6 3.6 5.0

Calculated values
**Net charge**: 0


The following is a quantum chemistry calculation of C3H7NO2 in the gas phase, from the OMol25 dataset.

Each line ends with the natural charge from an NBO analysis.
Geometry (Å):
C  -0.191751  1.061795  0.026448  -0.516
C  1.174038  0.620812  0.582828  -0.060
O  1.185810  -0.735656  0.232979  -0.801
H  -0.191410  1.888004  -0.693545  0.230
H  -0.932853  1.278788  0.803966  0.206
N  -1.686391  -0.835429  -0.492138  -0.757
H  1.024883  -0.717522  -1.230811  0.526
H  -2.237842  -0.626409  0.324737  0.405
H  1.216316  0.767138  1.673068  0.161
O  0.128155  -0.566906  -1.797296  -0.727
H  -1.865025  -1.699874  -0.983451  0.413
H  2.010246  1.194549  0.149243  0.156
C  -0.514906  -0.236175  -0.694570  0.764

Forces on the atoms, in the same order (eV/Å):
C 0.0 0.0 0.0
C 0.0 0.3 0.2
O 0.1 -0.1 0.0
H 0.0 -0.1 0.1
H 0.1 -0.1 -0.1
N 0.2 -0.1 0.1
H 0.0 0.0 0.0
H 0.1 0.0 -0.1
H 0.0 0.0 -0.2
O 0.0 0.0 0.1
H 0.0 0.1 0.0
H -0.1 -0.1 0.0
C -0.4 0.1 -0.1

Calculated values
**Net charge**: 0


The following is a quantum chemistry calculation of C26H42Cl3IrN4O4Si as an isolated structure at a distorted geometry, from the OMol25 dataset.

Each line ends with the Mulliken spin population.
Geometry (Å):
C  2.453929  9.587645  -1.809099  0.000
H  8.839048  6.474677  -3.371746  0.000
N  4.610825  -0.799116  -1.601722  0.014
N  0.022082  2.699593  2.591923  0.019
H  6.555475  3.664250  -1.712100  -0.009
C  3.317214  -0.506319  -1.648873  0.049
C  1.305928  6.882135  -1.842047  -0.014
C  2.760066  7.116050  -2.060362  0.004
H  -0.345480  -3.493752  2.049000  -0.001
C  -1.240691  2.704363  3.334739  -0.001
N  0.124139  -0.411870  -0.193728  0.165
H  5.783180  0.182965  -3.091674  0.002
C  5.579631  5.538041  -3.757420  0.000
C  5.286604  -0.939247  -0.312538  0.000
C  3.271341  8.364724  -2.044327  0.000
C  0.651680  4.000957  2.374663  -0.007
H  0.870032  -3.679133  -0.187962  0.001
H  0.710825  7.235867  -2.700264  0.001
O  3.330864  4.987206  -1.172844  0.002
N  -2.251268  -2.502434  3.444319  0.000
H  -2.814051  -2.409784  4.273068  0.000
H  4.898619  5.008034  -4.432194  -0.001
C  -1.031638  -1.495114  1.601462  0.011
H  -1.205910  3.508846  4.074816  0.000
H  6.099968  2.060973  -1.104725  0.001
C  0.439451  -1.637047  -0.685540  -0.023
C  -0.330882  -2.676658  1.332558  -0.014
Ir  1.168887  1.276094  -0.797364  2.593
H  5.435583  7.315780  -0.850299  0.000
H  2.716613  2.998019  1.208872  -0.009
H  7.876759  7.525408  -1.318055  0.000
C  -0.835373  -0.377801  0.761270  -0.035
H  1.849569  9.874583  -2.682474  0.000
H  7.326059  5.272473  -4.970074  0.000
C  -1.813463  -1.347905  2.868517  0.000
H  -1.444233  0.531657  0.820814  0.000
C  3.579909  5.853210  -2.286534  -0.004
H  4.325438  8.538578  -2.248315  0.000
H  -2.212572  -3.410257  2.991328  0.000
H  3.127896  10.424742  -1.605519  0.000
H  5.156139  5.689310  0.711680  0.000
C  3.770411  2.817741  0.981382  0.014
H  2.875302  -0.506887  -2.653727  -0.008
H  1.109850  5.811446  -1.691058  0.013
H  4.346856  3.165660  1.851887  0.001
H  0.963544  7.425358  -0.948688  -0.001
Cl  0.525849  0.774264  -2.923680  0.357
H  5.467800  2.671059  -2.656558  0.004
H  0.814175  4.167088  1.299839  0.006
H  -1.395775  1.731217  3.807726  0.000
C  5.872412  6.841221  -1.734838  0.001
C  5.054638  6.082825  -2.582284  0.000
C  5.613029  4.741221  0.388835  0.000
H  3.114348  5.371133  -3.163659  0.003
H  4.734146  -1.139047  -3.656386  0.000
C  7.239288  6.970650  -2.011767  0.000
C  7.770970  6.393214  -3.167242  0.000
C  6.936150  5.697880  -4.047677  0.001
Cl  2.993554  2.293002  -2.021252  0.226
H  -0.063794  4.742383  2.733539  0.000
H  5.953075  4.191705  1.278362  0.000
H  6.505698  4.973334  -0.211152  0.000
O  1.471528  1.372631  1.345870  0.088
C  5.724394  2.952967  -1.628808  0.025
H  -2.081799  2.874164  2.648867  0.001
C  5.390220  -0.813496  -2.841308  0.002
H  4.710792  -1.612263  0.333340  0.000
C  0.558763  1.535096  2.220537  0.053
H  6.229523  -1.503117  -2.738962  0.000
H  1.594298  4.090922  2.928100  0.000
Si  4.236200  3.655279  -0.631381  0.046
O  -1.988863  -0.255108  3.416971  0.001
H  0.806088  -1.685017  -1.711051  -0.003
C  0.370018  -2.768430  0.134932  0.012
H  5.407272  0.034308  0.185318  0.001
H  0.170287  0.655358  2.765761  0.010
O  2.645326  -0.244430  -0.592806  0.095
H  6.278009  -1.358622  -0.507021  0.000
H  1.781201  9.488628  -0.946638  0.000
Cl  0.645835  3.619133  -0.811727  0.314
H  3.927355  1.734651  0.900460  -0.008

Forces on the atoms, in the same order (eV/Å):
C -0.1 0.6 0.1
H -0.3 0.0 0.0
N -0.5 0.0 -0.1
N 0.2 -0.6 0.2
H -0.3 -0.2 0.2
C 0.5 0.3 1.3
C -0.5 -0.3 0.2
C 1.0 1.0 0.2
H 0.1 0.1 -0.2
C 0.1 -0.2 0.2
N -3.6 -2.6 -0.4
H -0.2 -0.2 0.3
C 0.2 0.3 0.3
C 0.2 0.3 0.0
C -0.2 -1.1 -0.3
C -0.1 0.3 -0.6
H -0.3 0.1 0.1
H 0.1 -0.1 0.2
O 0.3 -0.2 0.0
N 0.0 -0.2 -0.3
H 0.1 0.0 0.0
H 0.4 0.1 0.2
C 0.1 0.3 -0.2
H -0.1 -0.2 -0.1
H -0.1 0.0 0.0
C 0.6 0.0 1.2
C 0.2 0.4 -0.3
Ir -0.5 3.5 -0.2
H 0.3 -0.4 -0.3
H 0.5 -0.2 -0.1
H -0.2 -0.2 -0.3
C 0.8 -1.0 0.1
H 0.0 -0.1 0.2
H 0.1 0.1 0.2
C -0.3 0.5 0.6
H 0.6 -0.2 0.5
C -0.3 -0.1 0.1
H -0.3 -0.1 0.0
H -0.1 0.6 0.1
H -0.2 0.0 0.0
H 0.2 -0.1 0.2
C -0.7 -0.3 0.1
H -0.1 0.2 0.3
H 0.0 0.5 -0.1
H -0.1 0.0 -0.6
H -0.1 -0.2 -0.2
Cl -0.9 -0.8 -2.0
H 0.1 -0.2 0.1
H 0.1 0.0 0.7
H 0.0 0.4 0.0
C 0.3 -0.2 -0.2
C -0.3 0.1 -0.1
C -0.2 0.2 -0.2
H 0.3 0.0 0.0
H 0.2 0.0 0.1
C -0.4 0.0 -0.1
C -0.2 -0.1 0.0
C -0.1 0.0 0.0
Cl 0.5 -0.4 -1.3
H 0.2 0.0 -0.1
H 0.0 0.2 -0.1
H -0.3 0.1 0.4
O -1.6 0.2 2.7
C -0.1 -0.2 -0.8
H 0.2 0.1 0.1
C -0.1 0.1 -0.2
H 0.1 0.2 -0.1
C 0.9 0.2 -0.4
H -0.2 0.0 0.0
H -0.2 -0.1 -0.1
Si 3.7 2.7 1.4
O 0.0 -1.2 -0.8
H 0.3 0.2 0.5
C -0.4 0.2 -0.4
H -0.1 -0.3 -0.1
H -0.1 0.5 -0.2
O 2.1 -1.8 -1.4
H -0.2 0.0 0.1
H 0.1 0.0 -0.2
Cl -1.1 -0.5 0.2
H -0.3 0.1 0.1

Calculated values
**Spin multiplicity**: 5
**Net charge**: 0


Respective E_tot values: -29089.9706 -54507.5510 -88992.6690 -8807.8630 -90075.1469 eV.